The following is a quantum chemistry calculation of one molecule with the formula C13H13N5, from OMol25.

Results
HOMO energy = -8.81 eV
energy above the lowest of the compared OMol25 structures with the same formula, charge and spin = 196.8 kJ/mol
calculated total energy = -776.9390 Ha
HOMO-LUMO gap = 9.07 eV

```
! wB97M-V def2-TZVPD RIJCOSX def2/J DEFGRID3
* xyz 0 1
C -0.93709 1.52770 4.05603
C -1.45508 1.26343 2.79981
C -0.65249 1.38843 1.67954
C 0.67589 1.77872 1.79776
C 1.55842 1.84006 0.58437
C 2.38930 0.54766 0.45923
N 1.58635 -0.64568 0.59215
C 0.66215 -0.98130 -0.34204
C -0.27425 -2.03146 -0.04537
C -1.17578 -2.42176 -0.97991
C -1.14323 -1.76428 -2.22781
N -1.85440 -1.88032 -3.33143
N -1.39452 -0.99503 -4.20434
C -0.40621 -0.32641 -3.66253
N -0.19419 -0.76738 -2.40288
N 0.69287 -0.35754 -1.49652
C 1.18575 2.04197 3.06338
C 0.38463 1.92074 4.18483
H -1.56219 1.43155 4.93121
H -2.48612 0.96038 2.69067
H -1.06307 1.18599 0.70001
H 0.94908 1.94543 -0.31318
H 2.24287 2.68690 0.64536
H 3.15500 0.51261 1.23638
H 2.86678 0.52067 -0.52212
H 1.37763 -0.93480 1.53545
H -0.24061 -2.48672 0.93211
H -1.90483 -3.19656 -0.81101
H 0.15444 0.45218 -4.13377
H 2.21667 2.34978 3.16836
H 0.79214 2.13285 5.16246
*
```

---

The following is a quantum chemistry calculation of C3H5N5 as an isolated structure, from OMol25.

Results
HOMO energy = -9.51 eV
energy above the lowest of the compared OMol25 structures with the same formula, charge and spin = 359.3 kJ/mol
calculated total energy = -390.9816 Ha
HOMO-LUMO gap = 10.47 eV

```
! wB97M-V def2-TZVPD RIJCOSX def2/J DEFGRID3
* xyz 0 1
C -0.23520 1.14690 0.08143
C 0.12111 -2.02401 -0.49263
C 1.57643 -1.59492 -0.55202
H -1.30612 2.14698 1.44625
H -2.08341 0.51529 1.40759
H 0.07283 3.11565 -0.40954
H -0.63806 -2.90770 -0.60343
H 2.36029 -2.13651 -0.84509
N -1.16978 1.12919 1.19229
N 0.27342 2.12306 -0.51480
N 0.18784 -0.09274 -0.27148
N -0.64743 -1.09055 -0.17355
N 1.48809 -0.33065 -0.26502
*
```

---

The following is a quantum chemistry calculation of one molecule with the formula C5H3N, from OMol25.

Results
HOMO energy = -8.45 eV
energy above the lowest of the compared OMol25 structures with the same formula, charge and spin = 470.0 kJ/mol
calculated total energy = -246.8030 Ha
HOMO-LUMO gap = 8.24 eV

```
! wB97M-V def2-TZVPD RIJCOSX def2/J DEFGRID3
* xyz 0 1
N 0.63892 2.02005 1.44394
C 0.43915 0.96004 0.88884
C 0.69153 0.06939 -0.01040
C -0.58486 0.26543 -0.81768
C -0.95573 -1.10439 -0.74215
C 0.48086 -1.25524 -0.47329
H -0.08527 2.35909 2.03224
H -1.92633 -1.59521 -1.08861
H 1.30171 -1.71916 -1.23288
*
```